ORCA calculation (ωB97M-V/def2-TZVPD) on 2 unconnected molecules or ions with the total composition C6H13N2 in a non-equilibrium geometry.

The relative energy (zero: lowest compared OMol25 entry of this formula, charge and spin) comes out at 62.6 kcal per mole. For the gap between HOMO and LUMO (alpha / beta), the calculation gives 3.81 / 9.47 eV. As for the LUMO energy (alpha / beta): 0.6188 / 0.6596 eV. Its expectation value of S² is 0.7540. As for the molar mass: 113.18 g/mol.

Geometry as ORCA input:
```
! RIJCOSX wB97M-V def2-TZVPD def2/J DEFGRID3
* xyz 0 2
C -0.56 2.53 2.40
C -0.28 1.79 1.31
C 0.33 2.39 0.13
C 0.45 1.85 -1.11
H -0.28 3.56 2.50
H -1.08 2.14 3.31
H -0.48 0.71 1.37
H 0.70 3.42 0.32
H 0.76 2.39 -1.98
H -0.14 0.93 -1.33
C -0.52 -2.35 -0.19
C 0.13 -1.61 -1.10
N 1.48 -1.15 -0.81
N -1.75 -2.95 -0.35
H -0.04 -2.46 0.80
H -0.28 -1.31 -2.07
H 1.50 -0.13 -0.57
H 1.86 -1.64 0.01
H 2.18 -1.29 -1.56
H -2.04 -3.07 -1.31
H -1.95 -3.76 0.22
*
```

=====

ORCA calculation (ωB97M-V/def2-TZVPD) on a gas-phase ion, C6H13N2 (charge +1) in a non-equilibrium geometry.

The relative energy (zero: lowest compared OMol25 entry of this formula, charge and spin) comes out at 64.0 kcal per mole. For the gap between HOMO and LUMO, the calculation gives 9.72 eV. As for the LUMO energy: -3.4533 eV. As for the molar mass: 113.18 g/mol.

Geometry as ORCA input:
```
! RIJCOSX wB97M-V def2-TZVPD def2/J DEFGRID3
* xyz 1 1
C -1.84 -0.78 0.93
C -1.41 0.05 0.00
C -1.68 1.50 0.06
C -0.84 -0.38 -1.35
N 0.31 -0.50 -1.83
C 1.63 -0.41 -1.29
C 1.89 0.19 0.04
N 1.29 -0.45 1.15
H -2.44 -0.44 1.69
H -1.77 -1.92 0.84
H -1.16 1.85 1.01
H -2.78 1.60 0.23
H -1.51 2.01 -0.90
H -1.71 -0.50 -1.95
H 2.23 0.14 -1.98
H 2.02 -1.46 -1.16
H 2.97 0.21 0.28
H 1.47 1.22 -0.06
H 1.44 -1.46 1.14
H 0.22 -0.33 1.04
H 1.65 -0.15 2.10
*
```

=====

ORCA calculation (ωB97M-V/def2-TZVPD) on a gas-phase ion, C6H13N2 (charge +1) in a non-equilibrium geometry.

The relative energy (zero: lowest compared OMol25 entry of this formula, charge and spin) comes out at 46.1 kcal per mole. For the gap between HOMO and LUMO, the calculation gives 10.07 eV. As for the LUMO energy: -2.9855 eV. As for the molar mass: 113.18 g/mol.

Geometry as ORCA input:
```
! RIJCOSX wB97M-V def2-TZVPD def2/J DEFGRID3
* xyz 1 1
C 2.10 2.08 0.39
N 1.14 1.39 -0.05
C -0.11 1.25 0.66
C -0.76 2.29 1.17
C -0.76 -0.19 0.57
C -0.12 -1.45 -0.05
C -1.19 -2.40 -0.66
N 0.71 -1.03 -1.25
H 3.08 2.16 -0.09
H 1.92 2.73 1.27
H -0.45 3.30 0.95
H -1.63 2.41 1.83
H -1.77 0.09 0.22
H -0.95 -0.45 1.63
H 0.64 -1.83 0.63
H -1.63 -1.76 -1.43
H -0.72 -3.31 -0.99
H -2.03 -2.68 -0.02
H 1.19 -1.77 -1.75
H -0.01 -0.67 -1.90
H 1.35 -0.17 -1.12
*
```

=====

ORCA calculation (ωB97M-V/def2-TZVPD) on 2 unconnected molecules or ions with the total composition C6H13N2 in a non-equilibrium geometry.

The relative energy (zero: lowest compared OMol25 entry of this formula, charge and spin) comes out at 96.0 kcal per mole. For the gap between HOMO and LUMO, the calculation gives 8.25 eV. As for the LUMO energy: -5.1982 eV. As for the molar mass: 113.18 g/mol.

Geometry as ORCA input:
```
! RIJCOSX wB97M-V def2-TZVPD def2/J DEFGRID3
* xyz 1 1
C -0.13 -1.77 0.31
C 1.11 -1.30 -0.48
C 1.27 -1.67 -1.94
C -0.44 2.51 -0.66
C -0.30 1.81 1.85
C -0.88 1.74 0.56
N -0.10 -0.51 0.05
N -0.77 -2.78 0.87
H 2.05 -1.23 0.15
H 0.23 -1.95 -2.28
H 1.75 -2.55 -2.16
H 1.69 -0.76 -2.54
H -1.09 3.27 -0.87
H 0.55 2.72 -0.66
H -0.53 1.92 -1.61
H -0.53 2.76 2.42
H 0.80 1.68 1.88
H -0.74 0.97 2.44
H -1.92 1.49 0.63
H -0.32 -3.69 0.82
H -1.71 -2.65 1.21
*
```